A molecular structure, C32H38BF4LiO12, computed with the ωB97M-V functional and the def2-TZVPD basis.

Geometry as ORCA input:
```
! RIJCOSX wB97M-V def2-TZVPD def2/J DEFGRID3
* xyz 0 1
Li -0.9128 2.1802 -3.0472
B -0.1208 0.1732 -0.9472
F 0.6222 1.1792 -0.3272
F -1.4078 0.1662 -0.4092
F -0.3178 0.4182 -2.3682
F 0.5412 -1.1098 -0.7442
C -1.4768 -1.1368 2.7378
O -1.0238 -0.5658 3.8338
H -2.1908 -1.8518 2.8678
H -0.6428 -1.8348 2.3838
H -1.9958 -0.4448 2.2288
H -0.8628 -1.2418 4.5418
C -3.0488 0.2262 -3.6282
O -2.7748 1.6512 -3.8422
H -2.8788 0.1592 -2.6732
H -2.3018 -0.4258 -4.2172
H -4.2138 -0.1898 -3.8552
H -3.2758 1.9372 -4.6312
C -5.6558 -0.1648 0.3998
C -4.3528 0.3062 0.4208
C -4.0938 1.7272 0.2808
C -5.2478 2.5742 0.0668
C -6.5508 2.0922 0.1088
C -6.7718 0.7202 0.2458
O -8.1328 0.2112 0.1668
O -2.8788 2.2272 0.2508
H -5.8748 -1.2348 0.6138
H -3.5258 -0.3798 0.4828
H -4.9588 3.6202 -0.1192
H -7.2878 2.9272 0.1328
H -7.9898 -0.7068 0.3748
H -2.3448 1.5012 0.2688
C -2.8088 -3.0928 -1.7482
C -4.1138 -3.4378 -1.9752
C -4.5208 -4.6618 -1.5072
C -3.6128 -5.6398 -1.2062
C -2.2588 -5.3058 -1.1392
C -1.9378 -3.9798 -1.4682
O -0.6308 -3.6658 -1.3782
O -5.8578 -4.9938 -1.4342
H -2.7818 -1.8968 -1.9862
H -4.9208 -2.6008 -2.4072
H -3.8888 -6.7548 -1.0952
H -1.5258 -5.7688 -0.8462
H -0.5248 -2.7218 -1.4072
H -5.9378 -5.8738 -0.9892
C 2.2822 4.2382 -1.0732
C 2.1952 3.6342 -2.3832
C 2.7862 4.4402 -3.4382
C 3.2072 5.7412 -3.1692
C 3.2382 6.2072 -1.8272
C 2.7522 5.4742 -0.8282
O 2.5902 5.8872 0.4938
O 2.6812 4.0202 -4.7622
H 1.8802 3.4462 -0.3032
H 1.7842 2.6622 -2.7772
H 3.7332 6.5242 -3.7982
H 3.3882 7.3072 -1.7382
H 2.1422 6.6532 0.2938
H 3.0992 4.5232 -5.4242
C 3.5182 -3.9568 3.0898
C 4.1712 -5.0018 2.4278
C 4.4512 -4.9508 1.0758
C 3.8742 -3.9698 0.2108
C 3.1972 -2.8898 0.8438
C 3.0232 -2.8328 2.2518
O 2.4812 -1.7998 2.8128
O 5.0162 -6.0778 0.5038
H 3.4902 -3.7878 4.0418
H 4.3972 -5.8498 2.9788
H 4.0002 -3.9008 -1.0092
H 2.5952 -2.0818 0.0808
H 2.3332 -0.9758 2.3508
H 5.5092 -5.6088 -0.1842
C 5.4392 1.6192 3.2908
C 4.7752 0.8232 2.3388
C 3.5532 1.2592 1.8308
C 3.0502 2.5102 2.2328
C 3.8402 3.2832 3.1638
C 5.0122 2.7912 3.7168
O 5.7392 3.5622 4.4898
O 2.8452 0.4592 1.0498
H 6.1902 1.0952 3.6058
H 5.1752 0.1292 1.7718
H 2.0882 2.9452 1.7948
H 3.5242 4.3622 3.3048
H 6.3542 3.0142 5.0068
H 1.8662 0.7532 0.6498
*
```

Values from the calculation:
E	-2576.804175	Ha
ΔE to the lowest compared entry with this formula, charge and spin	179.5	kJ/mol
HOMO level	-0.259	hartree
Kohn-Sham gap	5.96	eV

These are the Mulliken partial charges, in e, on atoms 1 to 6: Li 0.880; B -0.202; F -0.146; F -0.010; F -0.425; F -0.212